# 1
# C4H8O2

One molecule with the formula C4H8O2 (wB97M-V/def2-TZVPD, the OMol25 dataset).

The SMILES is CCOCC=O. As for the largest force on an atom: 0.6 eV/A. The LUMO energy is 0.997 eV. As for the relative energy (zero: lowest compared OMol25 entry of this formula, charge and spin): 151.84 kJ/mol. The HOMO-LUMO gap is 10.76 eV.

Structure (ORCA input):
```
! wB97M-V def2-TZVPD RIJCOSX def2/J DEFGRID3
* xyz 0 1
C -0.2252 -0.1112 2.1205
C 0.1583 0.4381 0.7632
O 0.6367 -0.6174 -0.0565
C 0.7126 -0.2246 -1.4016
C -0.6742 -0.2191 -2.0244
O -1.0534 0.5716 -2.8525
H 0.6163 -0.6390 2.5781
H -1.0651 -0.8066 2.0308
H -0.5209 0.7124 2.7790
H -0.7155 0.9217 0.2952
H 0.9438 1.2037 0.8568
H 1.3292 -0.9609 -1.9325
H 1.1750 0.7642 -1.5320
H -1.3260 -1.0328 -1.6336
*
```

# 2
# C4H8O2

One molecule with the formula C4H8O2 (wB97M-V/def2-TZVPD, the OMol25 dataset).

The SMILES is COC1COC1. As for the largest force on an atom: 0.7 eV/A. The LUMO energy is 1.031 eV. As for the relative energy (zero: lowest compared OMol25 entry of this formula, charge and spin): 260.32 kJ/mol. The HOMO-LUMO gap is 10.73 eV.

Structure (ORCA input):
```
! wB97M-V def2-TZVPD RIJCOSX def2/J DEFGRID3
* xyz 0 1
C 0.0514 -1.3466 1.4593
O 0.2874 -1.1465 0.0952
C -0.4023 -0.1020 -0.5154
C -0.2645 1.3218 0.0837
O 0.5504 1.7272 -1.0158
C 0.5093 0.4303 -1.6123
H 0.2602 -0.4865 2.1364
H -0.9926 -1.6420 1.5481
H 0.7080 -2.1794 1.7114
H -1.4271 -0.3785 -0.8225
H 0.2902 1.4444 1.0189
H -1.1597 1.9517 0.1597
H 1.4976 -0.0557 -1.6325
H 0.0918 0.4618 -2.6144
*
```

# 3
# C4H8O2

One molecule with the formula C4H8O2 (wB97M-V/def2-TZVPD, the OMol25 dataset).

The SMILES is CC1(O)COC1. As for the largest force on an atom: 0.9 eV/A. The LUMO energy is 0.884 eV. As for the relative energy (zero: lowest compared OMol25 entry of this formula, charge and spin): 196.32 kJ/mol. The HOMO-LUMO gap is 10.80 eV.

Structure (ORCA input):
```
! wB97M-V def2-TZVPD RIJCOSX def2/J DEFGRID3
* xyz 0 1
C -1.2708 0.7299 0.4768
C -0.0881 -0.1850 0.2939
O -0.2142 -1.2582 1.1918
C 1.3205 0.4494 0.1712
O 1.3967 0.1220 -1.2260
C 0.1244 -0.5385 -1.1873
H -1.3468 1.3002 -0.4542
H -1.1946 1.3966 1.3368
H -2.2119 0.1782 0.5658
H 0.4768 -1.9030 0.9927
H 2.0947 -0.0770 0.7461
H 1.4031 1.5289 0.3537
H 0.0605 -1.6312 -1.3245
H -0.5501 -0.1121 -1.9369
*
```